(a)
The following is a DFT calculation (the ωB97M-V functional and the def2-TZVPD basis) of a single C2H3NO2 molecule.

ORCA input file:
```
! wB97M-V def2-TZVPD RIJCOSX def2/J DEFGRID3
* xyz 0 1
C -1.656 0.372 -0.159
C 1.703 -0.348 0.018
N -0.672 -0.300 0.087
O 2.756 0.105 -0.105
O 0.562 0.427 0.148
H -2.507 -0.218 -0.029
H -1.731 1.399 -0.045
H 1.544 -1.436 0.084
*
```

Its SMILES is C=NOC=O. The lowest unoccupied orbital energy comes out at 0.0366 Ha. For the HOMO energy, the calculation gives -11.0 eV. The calculation puts the HOMO-LUMO gap at 11.99 eV.


(b)
The following is a DFT calculation (the ωB97M-V functional and the def2-TZVPD basis) of 2 unconnected molecules or ions with the total composition C2H3NO2.

ORCA input file:
```
! wB97M-V def2-TZVPD RIJCOSX def2/J DEFGRID3
* xyz 0 1
C -1.339 -0.238 0.038
C -0.083 0.329 -0.204
N -2.431 -0.575 0.039
O 0.378 1.451 0.336
O 0.771 -0.155 -1.183
H 0.570 -1.263 2.202
H 1.249 1.542 0.053
H 0.884 -1.091 -1.281
*
```

The lowest unoccupied orbital energy (spin up / spin down) comes out at -0.0184 / -0.0024 Ha. For the HOMO energy (spin up / spin down), the calculation gives -7.8 / -11.2 eV. The calculation puts the HOMO-LUMO gap (spin up / spin down) at 7.34 / 11.14 eV.


Q: Which of them is the most stable? A: (a).


(a)
The following is a DFT calculation (the ωB97M-V functional and the def2-TZVPD basis) of a molecular structure, C2H3NO2.

ORCA input file:
```
! wB97M-V def2-TZVPD RIJCOSX def2/J DEFGRID3
* xyz 0 1
C 0.579 0.086 -0.972
C -0.426 0.924 -0.808
N 0.186 -0.246 0.866
O -0.915 0.624 0.485
O -0.256 -1.373 1.452
H 1.357 0.051 -1.680
H -0.898 1.497 -1.601
H 0.373 -1.563 2.259
*
```

The lowest unoccupied orbital energy comes out at 0.0298 Ha. For the HOMO energy, the calculation gives -8.9 eV. The calculation puts the HOMO-LUMO gap at 9.68 eV.


(b)
The following is a DFT calculation (the ωB97M-V functional and the def2-TZVPD basis) of a single C2H3NO2 molecule.

ORCA input file:
```
! wB97M-V def2-TZVPD RIJCOSX def2/J DEFGRID3
* xyz 0 1
C 1.137 -0.169 0.114
C -1.062 -0.425 0.054
H 1.438 -0.359 1.188
H 2.090 -0.293 -0.546
H -2.054 -0.914 0.041
N -0.952 0.830 0.051
O 0.106 -1.166 -0.138
O 0.486 1.081 -0.118
*
```

Its SMILES is C1=NOCO1. The lowest unoccupied orbital energy comes out at 0.0344 Ha. For the HOMO energy, the calculation gives -9.7 eV. The calculation puts the HOMO-LUMO gap at 10.63 eV.


(c)
The following is a DFT calculation (the ωB97M-V functional and the def2-TZVPD basis) of 2 unconnected molecules or ions with the total composition C2H3NO2.

ORCA input file:
```
! wB97M-V def2-TZVPD RIJCOSX def2/J DEFGRID3
* xyz 0 1
C -1.269 -0.135 0.021
C 1.939 -0.126 0.004
N 1.326 -1.149 0.204
O -0.792 0.961 0.009
O -2.528 -0.515 -0.027
H 3.031 -0.141 -0.043
H 1.432 0.842 -0.123
H -3.138 0.263 -0.045
*
```

The lowest unoccupied orbital energy (spin up / spin down) comes out at -0.0305 / -0.0012 Ha. For the HOMO energy (spin up / spin down), the calculation gives -9.5 / -9.3 eV. The calculation puts the HOMO-LUMO gap (spin up / spin down) at 8.63 / 9.24 eV.


Q: Which of them is the most stable? A: (b).


(a)
The following is a DFT calculation (the ωB97M-V functional and the def2-TZVPD basis) of a molecular structure, C2H3NO2.

ORCA input file:
```
! wB97M-V def2-TZVPD RIJCOSX def2/J DEFGRID3
* xyz 0 1
C -0.468 0.517 -0.250
C 0.257 -0.175 0.943
N 0.343 -0.015 -1.225
O -1.260 1.377 -0.483
O 0.871 -1.098 0.032
H 0.729 0.622 1.451
H -0.456 -0.719 1.578
H -0.016 -0.509 -2.046
*
```

The lowest unoccupied orbital energy comes out at -0.0103 Ha. For the HOMO energy, the calculation gives -10.6 eV. The calculation puts the HOMO-LUMO gap at 10.36 eV.


(b)
The following is a DFT calculation (the ωB97M-V functional and the def2-TZVPD basis) of 2 unconnected molecules or ions with the total composition C2H3NO2.

ORCA input file:
```
! wB97M-V def2-TZVPD RIJCOSX def2/J DEFGRID3
* xyz 0 1
C -0.429 0.724 0.171
C 0.445 -1.539 -0.431
N -0.183 -0.509 0.147
O 2.452 -0.741 0.850
O -0.584 -1.700 0.566
H -1.106 1.091 0.793
H 0.069 1.486 -0.360
H 0.293 -1.937 -1.396
*
```

The lowest unoccupied orbital energy (spin up / spin down) comes out at -0.0371 / -0.0090 Ha. For the HOMO energy (spin up / spin down), the calculation gives -8.3 / -8.6 eV. The calculation puts the HOMO-LUMO gap (spin up / spin down) at 7.26 / 8.30 eV.


Q: Which of them is the most stable? A: (a).


(a)
The following is a DFT calculation (the ωB97M-V functional and the def2-TZVPD basis) of a molecular structure, FH3P2S2.

ORCA input file:
```
! wB97M-V def2-TZVPD RIJCOSX def2/J DEFGRID3
* xyz 0 1
F -1.207 1.227 -0.619
P 0.707 -0.595 0.478
P -1.982 -0.254 -0.265
S -3.202 0.225 1.054
S 2.115 0.677 -0.564
H 0.653 -1.661 -0.303
H 1.690 -1.125 1.143
H 1.226 1.505 -0.924
*
```

The lowest unoccupied orbital energy comes out at -0.0416 Ha. For the HOMO energy, the calculation gives -9.5 eV. The calculation puts the HOMO-LUMO gap at 8.33 eV.


(b)
The following is a DFT calculation (the ωB97M-V functional and the def2-TZVPD basis) of 2 unconnected molecules or ions with the total composition FH3P2S2.

ORCA input file:
```
! wB97M-V def2-TZVPD RIJCOSX def2/J DEFGRID3
* xyz 0 1
F 1.233 1.004 0.016
P 0.398 2.455 -0.163
P 0.019 -1.259 1.412
S -1.635 -0.618 0.699
S 0.358 -3.106 0.521
H -0.723 1.809 -0.208
H 0.475 2.447 -1.619
H -0.126 -2.732 -0.658
*
```

Its SMILES is S=PS.FP. The lowest unoccupied orbital energy comes out at -0.0448 Ha. For the HOMO energy, the calculation gives -9.0 eV. The calculation puts the HOMO-LUMO gap at 7.77 eV.


Q: Which of them is the most stable? A: (a).


(a)
The following is a DFT calculation (the ωB97M-V functional and the def2-TZVPD basis) of a single C9H15NO3 molecule.

ORCA input file:
```
! wB97M-V def2-TZVPD RIJCOSX def2/J DEFGRID3
* xyz 0 1
C -2.467 -0.316 1.083
H -2.083 -0.096 2.076
H -3.483 0.063 1.008
H -2.482 -1.392 0.944
C -1.584 0.338 0.015
N -0.221 -0.197 0.148
C 0.064 -1.511 0.013
O -0.727 -2.417 -0.129
C 1.579 -1.675 0.050
H 1.869 -2.539 0.644
H 1.922 -1.828 -0.976
C 2.081 -0.344 0.613
C 3.440 0.035 0.077
O 4.434 0.139 0.741
O 3.435 0.235 -1.247
H 4.329 0.451 -1.557
H 2.157 -0.400 1.701
C 0.965 0.632 0.206
H 0.857 1.434 0.936
H 1.182 1.069 -0.778
C -2.107 0.005 -1.386
H -2.111 -1.071 -1.532
H -3.120 0.377 -1.508
H -1.474 0.460 -2.145
C -1.597 1.854 0.215
H -2.616 2.212 0.086
H -0.968 2.358 -0.514
H -1.274 2.124 1.217
*
```

Its SMILES is CC(C)(C)N1C[C@H](C(=O)O)CC1=O. The lowest unoccupied orbital energy comes out at 0.0189 Ha. For the HOMO energy, the calculation gives -9.3 eV. The calculation puts the HOMO-LUMO gap at 9.86 eV.


(b)
The following is a DFT calculation (the ωB97M-V functional and the def2-TZVPD basis) of a single C9H15NO3 molecule.

ORCA input file:
```
! wB97M-V def2-TZVPD RIJCOSX def2/J DEFGRID3
* xyz 0 1
C 0.864 -1.489 -0.582
C 0.361 2.104 0.470
C -0.433 -1.000 -0.126
C -0.596 1.582 -0.541
C -1.603 -1.975 -0.687
C -0.630 -0.660 1.324
C 0.591 2.433 -0.980
C -1.880 2.300 -0.785
C 2.287 -1.584 1.425
N 2.043 -1.420 -0.050
O 0.819 2.043 1.542
O 3.095 -1.390 -0.766
O -0.620 0.246 -0.986
H -2.523 -1.701 -0.221
H -1.330 -2.996 -0.541
H -1.808 -1.876 -1.737
H 0.047 0.106 1.703
H -0.613 -1.519 2.112
H -1.668 -0.216 1.403
H 0.517 3.420 -1.419
H 0.904 -1.282 -1.653
H 1.539 2.017 -1.422
H -2.724 2.075 -0.185
H -2.034 2.113 -1.920
H -1.634 3.352 -0.607
H 3.228 -2.070 1.560
H 2.326 -0.576 1.765
H 1.474 -2.039 1.902
*
```

Its SMILES is C/[N+]([O-])=C\C(C)(C)O[C@]1(C)CC1=O. The lowest unoccupied orbital energy (spin up / spin down) comes out at 0.0235 / 0.0235 Ha. For the HOMO energy (spin up / spin down), the calculation gives -8.6 / -8.6 eV. The calculation puts the HOMO-LUMO gap (spin up / spin down) at 9.19 / 9.19 eV.


Q: Which of them is the most stable? A: (a).


(a)
The following is a DFT calculation (the ωB97M-V functional and the def2-TZVPD basis) of 3 unconnected molecules or ions with the total composition C4H9N3.

ORCA input file:
```
! wB97M-V def2-TZVPD RIJCOSX def2/J DEFGRID3
* xyz 0 1
C 1.007 -1.585 0.379
C -0.004 1.856 1.007
N 0.140 -1.069 -0.681
C 0.372 1.342 -0.330
C -1.018 -0.666 -0.572
N 0.955 1.861 -1.273
N -2.149 -0.220 -0.608
H 1.103 1.310 -2.117
H -2.887 -0.890 -0.817
H -0.922 -2.721 -0.897
H 1.827 -0.878 0.519
H 1.411 -2.534 0.037
H 0.478 -1.737 1.319
H 0.434 1.230 1.786
H -1.089 1.811 1.116
H 0.341 2.889 1.130
*
```

The lowest unoccupied orbital energy (spin up / spin down) comes out at 0.0271 / -0.0123 Ha. For the HOMO energy (spin up / spin down), the calculation gives -8.7 / -6.9 eV. The calculation puts the HOMO-LUMO gap (spin up / spin down) at 9.44 / 6.55 eV.


(b)
The following is a DFT calculation (the ωB97M-V functional and the def2-TZVPD basis) of a single C4H9N3 molecule.

ORCA input file:
```
! wB97M-V def2-TZVPD RIJCOSX def2/J DEFGRID3
* xyz 0 1
C -0.508 0.385 -2.177
C -0.467 1.335 0.664
C 0.263 0.152 0.070
N 0.015 -1.904 1.371
C 1.461 -0.300 0.969
N 1.293 -1.405 1.574
N 0.231 -0.258 -1.134
H -0.102 -2.777 1.875
H -0.321 -2.091 0.429
H 2.255 0.352 1.308
H -0.041 0.130 -3.124
H -0.556 1.487 -2.101
H -1.533 -0.009 -2.197
H -1.419 0.992 1.073
H -0.663 2.111 -0.070
H 0.093 1.799 1.469
*
```

Its SMILES is C/N=C(C)/C=N\N. The lowest unoccupied orbital energy comes out at 0.0372 Ha. For the HOMO energy, the calculation gives -9.0 eV. The calculation puts the HOMO-LUMO gap at 9.98 eV.


Q: Which of them is the most stable? A: (b).


(a)
The following is a DFT calculation (the ωB97M-V functional and the def2-TZVPD basis) of a single C2H7NO2Si molecule.

ORCA input file:
```
! wB97M-V def2-TZVPD RIJCOSX def2/J DEFGRID3
* xyz 0 1
C 0.692 0.916 -1.556
C -0.999 0.055 1.334
N -0.916 -1.246 -0.878
O 1.716 -0.233 0.888
O -1.084 -2.458 -1.015
Si 0.290 -0.227 -0.036
H 1.699 0.746 -1.943
H -0.028 0.600 -2.252
H 0.713 1.911 -1.161
H -1.305 -0.871 1.799
H -0.469 0.719 2.089
H -1.948 0.535 0.879
H 1.639 -0.446 1.852
*
```

Its SMILES is C[Si](C)(O)N=O. The lowest unoccupied orbital energy (spin up / spin down) comes out at -0.0083 / -0.0064 Ha. For the HOMO energy (spin up / spin down), the calculation gives -8.5 / -8.5 eV. The calculation puts the HOMO-LUMO gap (spin up / spin down) at 8.32 / 8.36 eV.


(b)
The following is a DFT calculation (the ωB97M-V functional and the def2-TZVPD basis) of a single C2H7NO2Si molecule.

ORCA input file:
```
! wB97M-V def2-TZVPD RIJCOSX def2/J DEFGRID3
* xyz 0 1
C 0.853 0.196 -0.016
C 2.319 -0.208 0.133
N -1.839 1.118 0.013
O 0.051 -0.817 0.263
O 0.512 1.246 -0.504
Si -1.600 -0.551 0.210
H 2.435 -0.372 1.125
H 2.332 -1.039 -0.390
H 3.064 0.628 -0.145
H -1.379 1.615 -0.790
H -2.055 1.738 0.753
H -2.294 -1.269 1.258
H -1.862 -1.068 -1.121
*
```

Its SMILES is CC(=O)O[SiH2]N. The lowest unoccupied orbital energy comes out at 0.0301 Ha. For the HOMO energy, the calculation gives -9.1 eV. The calculation puts the HOMO-LUMO gap at 9.88 eV.


Q: Which of them is the most stable? A: (b).


(a)
The following is a DFT calculation (the ωB97M-V functional and the def2-TZVPD basis) of a molecular structure, C2H7NO2Si.

ORCA input file:
```
! wB97M-V def2-TZVPD RIJCOSX def2/J DEFGRID3
* xyz 0 1
C 1.066 1.668 -0.727
C 0.534 -1.794 0.353
N -1.890 0.196 -0.119
O -2.731 0.612 0.692
O -2.044 0.140 -1.315
Si -0.203 -0.001 0.608
H 0.719 1.249 -1.554
H 0.767 2.749 -0.438
H 2.138 1.516 -0.431
H 0.524 -2.561 1.127
H 0.027 -2.124 -0.561
H 1.657 -1.619 0.290
H -0.565 -0.031 2.074
*
```

The lowest unoccupied orbital energy comes out at -0.0094 Ha. For the HOMO energy, the calculation gives -10.0 eV. The calculation puts the HOMO-LUMO gap at 9.79 eV.


(b)
The following is a DFT calculation (the ωB97M-V functional and the def2-TZVPD basis) of 2 unconnected molecules or ions with the total composition C2H7NO2Si.

ORCA input file:
```
! wB97M-V def2-TZVPD RIJCOSX def2/J DEFGRID3
* xyz 0 1
C -0.211 1.473 0.437
C -0.745 0.119 0.237
N -2.097 -0.115 -0.027
O -2.820 0.853 -0.041
O -2.455 -1.281 -0.104
Si 0.235 -1.528 0.125
H -0.661 2.078 -0.291
H 0.748 1.344 0.604
H -0.562 1.783 1.359
H -0.829 -0.472 -1.963
H -0.449 -2.568 -0.656
H 1.381 -1.003 -0.578
H 0.793 -1.957 1.389
*
```

The lowest unoccupied orbital energy (spin up / spin down) comes out at -0.0678 / -0.0488 Ha. For the HOMO energy (spin up / spin down), the calculation gives -10.6 / -9.6 eV. The calculation puts the HOMO-LUMO gap (spin up / spin down) at 8.80 / 8.28 eV.


Q: Which of them is the most stable? A: (a).